No. 1
Computed, not measured: the molecule C8H9NS2, with ωB97M-V/def2-TZVPD.

## Properties
Gap between HOMO and LUMO = 0.2842 Ha
HOMO = -8.04 eV
E = -1161.25323 hartree
Relative energy (zero: lowest compared OMol25 entry of this formula, charge and spin) = 74.2 kcal/mol
SMILES string = CC(C)=C=N[C@@H]1C=CSC1=S

Atoms and positions in Å:
C1 0.556 0.211 0.315
C2 -2.165 -1.661 1.292
C3 -1.738 -0.390 0.885
C4 -2.730 -2.411 0.321
C5 -2.213 -0.050 -0.548
C6 2.106 2.124 0.159
C7 2.368 -0.001 -1.172
C8 1.526 0.820 -0.252
N1 -0.250 -0.339 1.032
S1 -2.880 -1.485 -1.158
S2 -2.056 1.324 -1.333
H1 -2.189 -1.988 2.332
H2 -2.224 0.311 1.545
H3 -2.988 -3.551 0.351
H4 1.978 2.889 -0.625
H5 1.669 2.565 1.016
H6 3.208 2.098 0.208
H7 1.950 -0.178 -2.168
H8 2.776 -0.935 -0.870
H9 3.296 0.645 -1.329

Atom charges from the natural (NBO) analysis, given in e for atoms 1 to 8: C 0.447; C -0.198; C -0.191; C -0.371; C -0.352; C -0.602; C -0.604; C -0.212

***

No. 2
Computed, not measured: a cluster of 6 separate species, C41H89Cl2N2O3PSSi in total, with ωB97M-V/def2-TZVPD.

## Properties
Gap between HOMO and LUMO = 0.2962 Ha
HOMO = -8.49 eV
E = -3900.15707 hartree
SMILES string = C[C@@H](Cl)[C@@H](Cl)[Si@](CCCS(=O)(=O)O)([PH2]=N)c1ccncc1.CCCCCC.CCCCCC.CCCCCC.CCCCCC.CCCCCC

Atoms and positions in Å:
C1 -3.763 0.846 1.777
C2 -2.561 -0.007 2.351
Cl1 -2.963 -1.753 2.588
C3 -1.266 0.276 1.524
Cl2 0.259 0.234 2.533
Si1 -1.098 -0.730 -0.105
C4 -2.755 -1.248 -0.882
C5 -3.311 -0.282 -1.997
C6 -3.920 -1.214 -3.152
S1 -5.338 -0.465 -4.019
O1 -5.352 -0.898 -5.409
O2 -6.556 -0.930 -3.387
O3 -5.260 1.171 -4.025
P1 0.114 -2.597 0.115
N1 0.213 -3.174 1.601
C7 -0.117 0.401 -1.289
C8 1.031 -0.052 -2.095
C9 1.679 0.949 -2.898
N2 1.410 2.256 -3.035
C10 0.343 2.700 -2.339
C11 -0.400 1.814 -1.488
H1 -4.612 0.839 2.497
H2 -4.036 0.544 0.743
H3 -3.383 1.904 1.770
H4 -2.380 0.417 3.374
H5 -1.345 1.345 1.187
H6 -3.580 -1.432 -0.156
H7 -2.570 -2.240 -1.383
H8 -4.152 0.369 -1.657
H9 -2.544 0.346 -2.503
H10 -4.200 -2.224 -2.780
H11 -3.097 -1.316 -3.909
H12 -4.318 1.431 -4.083
H13 -0.547 -3.609 -0.672
H14 1.455 -2.401 -0.348
H15 -0.290 -2.541 2.225
H16 1.368 -1.107 -2.074
H17 2.545 0.580 -3.500
H18 0.047 3.767 -2.383
H19 -1.260 2.251 -0.925
C12 -0.052 -0.381 6.153
C13 -1.146 -0.785 7.134
C14 -2.334 0.177 7.143
C15 -2.011 1.609 7.576
C16 -1.381 1.743 8.962
C17 -2.287 1.257 10.086
H20 0.384 0.588 6.409
H21 0.753 -1.119 6.162
H22 -0.445 -0.324 5.136
H23 -0.722 -0.879 8.138
H24 -1.509 -1.780 6.860
H25 -3.113 -0.233 7.794
H26 -2.772 0.210 6.138
H27 -2.936 2.195 7.548
H28 -1.344 2.069 6.839
H29 -1.149 2.799 9.135
H30 -0.427 1.211 9.002
H31 -3.230 1.807 10.094
H32 -1.803 1.405 11.054
H33 -2.511 0.192 9.993
C18 -0.365 -2.211 -5.863
C19 -0.487 -2.876 -4.496
C20 0.568 -3.955 -4.253
C21 0.514 -5.149 -5.208
C22 -0.818 -5.897 -5.239
C23 -1.188 -6.527 -3.902
H34 -0.515 -2.926 -6.674
H35 -1.118 -1.427 -5.972
H36 0.619 -1.752 -5.985
H37 -1.493 -3.290 -4.378
H38 -0.379 -2.105 -3.723
H39 0.475 -4.310 -3.220
H40 1.562 -3.501 -4.324
H41 1.309 -5.849 -4.928
H42 0.755 -4.814 -6.221
H43 -0.752 -6.689 -5.990
H44 -1.624 -5.233 -5.567
H45 -0.418 -7.230 -3.575
H46 -2.129 -7.075 -3.988
H47 -1.319 -5.773 -3.121
C24 6.599 1.673 5.713
C25 5.358 0.792 5.808
C26 4.051 1.583 5.767
C27 3.848 2.568 6.922
C28 3.897 1.952 8.320
C29 2.797 0.927 8.563
H48 6.672 2.361 6.558
H49 7.501 1.057 5.712
H50 6.591 2.259 4.791
H51 5.409 0.184 6.715
H52 5.364 0.092 4.968
H53 3.214 0.877 5.741
H54 4.002 2.140 4.826
H55 2.880 3.064 6.786
H56 4.601 3.361 6.859
H57 3.792 2.756 9.055
H58 4.873 1.495 8.505
H59 1.810 1.376 8.427
H60 2.855 0.543 9.584
H61 2.883 0.074 7.886
C30 -5.121 4.004 -0.690
C31 -4.729 5.401 -1.152
C32 -3.218 5.587 -1.290
C33 -2.420 5.425 0.008
C34 -2.832 6.358 1.146
C35 -2.634 7.833 0.820
H62 -4.727 3.783 0.304
H63 -6.208 3.912 -0.642
H64 -4.750 3.246 -1.386
H65 -5.146 6.145 -0.468
H66 -5.190 5.589 -2.126
H67 -3.022 6.575 -1.716
H68 -2.836 4.864 -2.021
H69 -1.360 5.587 -0.217
H70 -2.497 4.389 0.355
H71 -2.231 6.113 2.027
H72 -3.874 6.181 1.429
H73 -1.589 8.042 0.578
H74 -2.911 8.450 1.676
H75 -3.251 8.147 -0.024
C36 6.192 -4.159 -9.559
C37 5.105 -4.574 -8.574
C38 3.910 -3.621 -8.554
C39 4.226 -2.188 -8.116
C40 4.864 -2.056 -6.733
C41 3.968 -2.556 -5.608
H76 6.622 -3.190 -9.301
H77 7.002 -4.891 -9.558
H78 5.794 -4.100 -10.575
H79 5.535 -4.670 -7.572
H80 4.747 -5.571 -8.850
H81 3.138 -4.040 -7.899
H82 3.467 -3.586 -9.554
H83 3.296 -1.609 -8.135
H84 4.885 -1.720 -8.854
H85 5.089 -1.000 -6.556
H86 5.823 -2.582 -6.700
H87 3.020 -2.012 -5.594
H88 4.455 -2.409 -4.641
H89 3.751 -3.622 -5.706

Atom charges from the Mulliken analysis, given in e for atoms 1 to 8: C -1.086; C 0.271; Cl -0.099; C 0.181; Cl -0.115; Si -0.691; C -0.646; C -0.221

***

No. 3
Computed, not measured: a structure of composition C13H24Cl2N3PRh, with ωB97M-V/def2-TZVPD.

## Properties
Gap between HOMO and LUMO (spin up / spin down) = 0.1418 / 0.2793 Ha
HOMO (spin up / spin down) = -1.07 / -4.93 eV
E = -2046.17527 hartree
Net charge = -1
Spin multiplicity = 5
Relative energy (zero: lowest compared OMol25 entry of this formula, charge and spin) = 0.0 kcal/mol

Atoms and positions in Å:
Rh1 -0.226 2.171 -0.221
Cl1 0.191 4.213 -1.574
Cl2 1.176 2.869 1.558
C1 1.429 -0.082 -0.704
H1 1.771 -1.019 -1.030
H2 2.360 0.443 -0.399
C2 -0.833 0.895 -1.722
C3 0.533 0.006 -1.947
H3 -1.532 0.191 -1.266
C4 1.212 0.309 -3.305
H4 0.207 -1.047 -1.913
C5 0.894 1.685 -3.925
H5 2.258 0.196 -3.290
H6 0.806 -0.440 -3.964
C6 -0.596 1.970 -4.115
H7 1.321 2.509 -3.333
H8 1.361 1.745 -4.913
C7 -1.476 1.549 -2.914
H9 -0.707 3.052 -4.303
H10 -0.961 1.490 -5.039
H11 -1.996 2.434 -2.604
H12 -2.245 0.883 -3.304
C8 0.561 -2.540 3.118
N1 0.840 -1.150 3.540
C9 -0.411 -0.529 4.027
N2 -1.466 -0.537 2.992
C10 -1.730 -1.919 2.542
N3 -0.498 -2.592 2.073
C11 -0.065 -2.044 0.787
P1 0.391 -0.225 0.908
C12 1.459 -0.376 2.441
C13 -1.167 0.341 1.855
H13 0.173 -3.092 4.013
H14 1.467 -3.007 2.770
H15 -0.221 0.479 4.351
H16 -0.782 -1.160 4.878
H17 -2.463 -1.905 1.752
H18 -2.102 -2.501 3.420
H19 0.818 -2.602 0.431
H20 -0.863 -2.127 0.037
H21 1.709 0.638 2.798
H22 2.386 -0.877 2.147
H23 -1.996 0.331 1.144
H24 -0.985 1.375 2.203

Atom charges from the natural (NBO) analysis, given in e for atoms 1 to 8: Rh 0.954; Cl -0.746; Cl -0.707; C -0.787; H 0.200; H 0.242; C -0.544; C -0.200

***

No. 4
Computed, not measured: a cluster of 8 separate species, C29H59O22 in total, with ωB97M-V/def2-TZVPD.

## Properties
Gap between HOMO and LUMO = 0.1963 Ha
HOMO = -3.06 eV
E = -2795.68766 hartree
Net charge = -1
Relative energy (zero: lowest compared OMol25 entry of this formula, charge and spin) = 15.4 kcal/mol

Atoms and positions in Å:
C1 -25.042 7.047 3.529
O1 -23.839 6.704 3.937
H1 -25.120 7.631 2.561
H2 -25.880 6.289 3.548
H3 -25.483 7.848 4.210
C2 -22.118 4.157 11.723
C3 -22.204 4.491 10.239
O2 -23.565 4.619 9.877
C4 -23.804 4.750 8.558
O3 -22.973 4.745 7.712
O4 -25.117 4.954 8.431
C5 -25.727 5.038 7.152
H4 -21.093 4.105 12.081
H5 -22.566 3.177 11.913
H6 -22.699 4.892 12.287
H7 -21.700 3.687 9.689
H8 -21.622 5.389 10.022
H9 -25.079 4.880 6.281
H10 -26.152 6.034 7.036
H11 -26.513 4.290 7.014
C6 -32.227 8.273 0.679
C7 -32.083 6.782 0.457
O5 -30.822 6.324 0.937
C8 -29.758 6.632 0.204
O6 -29.780 7.039 -0.918
O7 -28.700 6.405 0.945
C9 -27.414 6.549 0.326
H12 -31.679 8.871 -0.045
H13 -31.737 8.415 1.647
H14 -33.284 8.527 0.723
H15 -32.194 6.482 -0.589
H16 -32.865 6.243 0.988
H17 -26.772 5.708 0.582
H18 -26.987 7.491 0.656
H19 -27.500 6.518 -0.760
C10 -25.586 2.946 1.199
C11 -24.857 3.522 2.391
O8 -25.176 2.687 3.512
C12 -24.446 2.591 4.623
O9 -23.420 3.142 4.907
O10 -25.045 1.691 5.417
C13 -24.368 1.364 6.617
H20 -25.225 3.364 0.261
H21 -26.646 3.170 1.332
H22 -25.466 1.864 1.130
H23 -25.192 4.554 2.544
H24 -23.784 3.637 2.239
H25 -24.910 0.514 7.029
H26 -24.345 2.225 7.280
H27 -23.362 0.985 6.421
C14 -23.456 5.817 -0.164
C15 -22.521 5.943 1.009
O11 -21.182 5.921 0.501
C16 -20.168 5.947 1.369
O12 -20.216 5.992 2.545
O13 -18.991 5.901 0.711
C17 -18.949 5.902 -0.702
H28 -23.188 6.620 -0.861
H29 -24.473 6.008 0.166
H30 -23.285 4.906 -0.740
H31 -22.699 5.269 1.843
H32 -22.680 6.925 1.461
H33 -17.916 5.756 -1.006
H34 -19.257 6.871 -1.116
H35 -19.605 5.140 -1.124
C18 -31.205 12.586 0.695
C19 -31.272 11.738 1.932
O14 -30.110 10.921 2.037
C20 -29.931 10.182 3.109
O15 -30.460 10.263 4.169
O16 -28.988 9.303 2.812
C21 -28.541 8.421 3.846
H36 -32.124 13.180 0.632
H37 -31.299 11.967 -0.199
H38 -30.350 13.255 0.691
H39 -32.138 11.074 1.843
H40 -31.383 12.316 2.850
H41 -28.735 8.867 4.820
H42 -27.473 8.278 3.709
H43 -29.076 7.474 3.809
C22 -23.248 11.579 -3.694
C23 -24.667 11.078 -3.745
O17 -25.249 11.112 -2.435
C24 -24.913 10.142 -1.590
O18 -24.254 9.174 -1.846
O19 -25.453 10.400 -0.422
C25 -25.083 9.642 0.710
H44 -22.835 11.802 -4.675
H45 -22.597 10.944 -3.089
H46 -23.190 12.518 -3.125
H47 -24.723 10.064 -4.138
H48 -25.311 11.744 -4.311
H49 -25.974 9.428 1.295
H50 -24.400 10.194 1.365
H51 -24.551 8.699 0.568
C26 -24.269 8.710 8.210
C27 -23.032 8.067 7.615
O20 -22.135 7.811 8.723
C28 -20.939 7.279 8.432
O21 -20.608 6.800 7.408
O22 -20.112 7.345 9.493
C29 -20.626 7.800 10.753
H52 -24.500 8.289 9.192
H53 -25.106 8.618 7.530
H54 -24.094 9.780 8.380
H55 -22.559 8.687 6.856
H56 -23.263 7.131 7.105
H57 -21.627 7.427 10.952
H58 -20.687 8.889 10.711
H59 -19.894 7.463 11.478

Atom charges from the Mulliken analysis, given in e for atoms 1 to 8: C -0.013; O -0.895; H -0.196; H 0.103; H 0.061; C -1.527; C 0.474; O -0.369

***

No. 5
Computed, not measured: a structure of composition C11H25Cl2GaN2OP2, with ωB97M-V/def2-TZVPD.

## Properties
Gap between HOMO and LUMO (spin up / spin down) = 0.1813 / 0.2177 Ha
HOMO (spin up / spin down) = -15.93 / -15.93 eV
E = -4146.20864 hartree
Net charge = +2
Relative energy (zero: lowest compared OMol25 entry of this formula, charge and spin) = 70.3 kcal/mol

Atoms and positions in Å:
C1 0.415 0.408 -3.067
C2 0.768 -0.463 -1.865
H1 0.610 -0.158 -3.982
H2 1.050 1.299 -3.044
H3 -0.611 0.773 -3.027
O1 1.523 -1.410 -2.026
Cl1 -0.546 2.244 -0.685
Ga1 0.000 0.000 0.000
P1 2.069 0.955 0.631
C3 3.319 -0.262 1.168
C4 2.896 1.899 -0.693
H4 3.802 2.380 -0.310
H5 2.839 2.703 2.124
H6 2.201 2.661 -1.055
H7 1.072 2.790 1.804
H8 3.463 -1.003 0.376
H9 3.158 1.226 -1.513
C5 1.915 2.127 2.013
H10 4.273 0.230 1.386
H11 1.691 1.566 2.923
H12 2.960 -0.771 2.066
P2 -2.225 -0.689 -0.452
C6 -2.467 -2.471 -0.142
C7 -3.451 0.130 0.614
H13 -2.827 0.604 -2.418
H14 -3.880 -0.821 -2.238
H15 -2.214 -1.003 -2.857
C8 -2.851 -0.456 -2.156
H16 -3.175 1.178 0.745
H17 -4.449 0.048 0.170
H18 -3.492 -2.766 -0.385
H19 -2.259 -2.657 0.915
H20 -3.421 -0.363 1.589
H21 -1.769 -3.051 -0.753
Cl2 -0.956 0.486 2.317
N1 0.938 -3.989 0.911
C9 1.061 -3.424 2.118
C10 0.780 -2.085 1.994
N2 0.477 -1.801 0.705
C11 0.588 -2.998 0.074
H22 1.084 -4.994 0.670
H23 1.338 -3.948 3.023
H24 0.808 -1.378 2.808
H25 0.414 -3.169 -0.976

Atom charges from the Mulliken analysis, given in e for atoms 1 to 8: C -1.144; C 0.794; H 0.468; H 0.283; H 0.217; O -0.310; Cl -0.187; Ga -0.034

***

No. 6
Computed, not measured: the molecule CH2ClPS, with ωB97M-V/def2-TZVPD.

## Properties
Gap between HOMO and LUMO = 0.2649 Ha
HOMO = -8.94 eV
E = -1239.00128 hartree
Relative energy (zero: lowest compared OMol25 entry of this formula, charge and spin) = 27.2 kcal/mol
SMILES string = S=PCCl

Atoms and positions in Å:
C1 -0.666 -0.044 -0.114
P1 1.203 0.402 -0.799
S1 2.290 0.603 0.817
Cl1 -0.736 -1.781 0.356
H1 -1.242 0.286 -0.946
H2 -0.848 0.535 0.686

For each atom in turn, the natural (NBO) charge in e is: C -0.640; P 0.603; S -0.337; Cl -0.043; H 0.210; H 0.206

***

No. 7
Computed, not measured: the ion C6H11N with charge -1, with ωB97M-V/def2-TZVPD.

## Properties
Gap between HOMO and LUMO (spin up / spin down) = 0.1672 / 0.2539 Ha
HOMO (spin up / spin down) = -0.19 / -2.63 eV
E = -289.89141 hartree
Net charge = -1
Spin multiplicity = 2
Relative energy (zero: lowest compared OMol25 entry of this formula, charge and spin) = 2.7 kcal/mol

Atoms and positions in Å:
C1 1.871 -0.284 0.298
C2 0.941 0.917 0.271
C3 -0.506 0.511 0.011
C4 -1.381 0.593 1.072
C5 -1.965 -0.459 -1.820
C6 -0.817 0.147 -1.339
N1 1.462 -1.292 1.284
H1 2.936 -0.053 0.444
H2 1.821 -0.787 -0.672
H3 0.962 1.481 1.214
H4 1.260 1.621 -0.513
H5 -1.266 1.388 1.806
H6 -2.390 0.192 1.001
H7 -2.208 -0.525 -2.871
H8 -2.516 -1.067 -1.108
H9 0.032 0.434 -1.978
H10 0.812 -1.939 0.855
H11 0.953 -0.878 2.046

Atom charges from the natural (NBO) analysis, given in e for atoms 1 to 8: C -0.211; C -0.435; C -0.105; C -0.674; C -0.643; C -0.304; N -0.863; H 0.154